Molecular formula: C21H47NO6P2S
Method: DFT, ωB97M-V with the def2-TZVPD basis set

```
! wB97M-V def2-TZVPD RIJCOSX def2/J DEFGRID3
* xyz 0 1
C -3.77 3.15 2.65
C -4.92 2.15 2.79
C -4.49 0.88 3.50
C -3.51 0.02 2.68
C -2.15 -0.20 3.36
C -1.65 -1.65 3.30
C -0.22 -1.88 2.77
C 0.22 -3.29 3.19
O 1.64 -3.50 3.25
S 2.41 -2.78 2.04
O 1.73 -3.15 0.84
O 3.78 -3.11 2.12
C 2.22 -1.07 2.47
C 2.65 -0.09 1.37
C 1.99 -0.12 -0.01
C 0.80 0.84 -0.22
C -0.59 0.21 -0.16
C -0.84 -1.00 -1.07
C 0.82 -0.80 3.12
P 1.09 -0.87 4.99
P 1.03 1.15 5.75
O 0.83 1.01 7.19
O -0.09 2.10 5.10
O 2.41 1.86 5.46
H -4.14 4.05 2.18
H -2.99 2.69 2.05
H -3.40 3.38 3.64
H -5.71 2.61 3.38
H -5.35 1.89 1.83
H -4.09 1.10 4.48
H -5.38 0.28 3.66
H -3.97 -0.92 2.41
H -3.34 0.56 1.75
H -1.47 0.52 2.93
H -2.26 0.08 4.41
H -2.31 -2.20 2.64
H -1.74 -2.09 4.29
H -0.29 -1.91 1.69
H -0.14 -3.48 4.20
H -0.23 -4.01 2.52
H 2.92 -0.92 3.29
H 3.73 -0.19 1.27
H 2.50 0.90 1.78
H 1.72 -1.10 -0.37
H 2.76 0.22 -0.70
H 0.91 1.26 -1.21
H 0.81 1.69 0.47
H -1.29 0.98 -0.48
H -0.88 -0.03 0.85
H -0.22 -1.83 -0.75
H -1.86 -1.32 -0.90
H -0.73 -0.80 -2.13
H 0.53 0.19 2.80
H -0.07 -1.46 5.51
H -0.91 1.58 5.16
H 3.07 1.36 5.98
C -0.75 0.54 -7.24
C 0.28 1.00 -6.21
N 1.03 -0.10 -5.62
C 1.79 0.29 -4.45
C 2.94 1.29 -4.65
C 1.70 -0.98 -6.56
C 2.72 -0.36 -7.53
H -1.41 -0.21 -6.81
H -1.35 1.39 -7.56
H -0.28 0.12 -8.13
H -0.25 1.51 -5.41
H 0.94 1.75 -6.68
H 2.19 -0.61 -3.98
H 1.10 0.70 -3.72
H 3.80 0.84 -5.13
H 3.27 1.66 -3.67
H 2.63 2.16 -5.23
H 0.94 -1.49 -7.16
H 2.18 -1.78 -6.00
H 2.35 0.56 -7.99
H 2.93 -1.07 -8.33
H 3.67 -0.14 -7.04
*
```

Results
SMILES string: CCCCCC[C@@H]1COS(=O)(=O)[C@@H](CCCCC)[C@@H]1PP(=O)(O)O.CCN(CC)CC

These are the Löwdin partial charges, in e, on atoms 1 to 2:
1 C -0.09
2 C -0.27



Molecular formula: C14H15FIN4O6Se4W
Method: DFT, ωB97M-V with the def2-TZVPD basis set

```
! wB97M-V def2-TZVPD RIJCOSX def2/J DEFGRID3
* xyz 3 1
W -1.10 -0.88 -0.33
O 0.40 -2.28 0.48
C 0.26 -2.99 1.74
C -0.56 -2.08 2.60
C -0.59 -2.28 3.97
C -1.24 -1.36 4.77
C -1.80 -0.24 4.16
C -1.75 -0.13 2.79
N -1.18 -1.06 1.99
H 0.85 -2.80 -0.20
H 1.25 -3.13 2.16
H -0.22 -3.96 1.58
H -0.08 -3.13 4.39
H -1.29 -1.49 5.84
H -2.28 0.53 4.74
H -2.19 0.73 2.31
Se -3.26 0.29 0.05
Se -4.51 -1.26 1.33
Se -4.49 -2.93 -0.26
Se -2.17 -3.27 -0.23
N 1.28 -2.25 -3.75
C 0.19 -2.06 -3.07
O 0.26 -1.70 -1.85
C -1.12 -2.34 -3.73
I -2.57 -1.07 -2.86
H 2.19 -2.13 -3.32
H 1.26 -2.57 -4.72
H -1.43 -3.36 -3.51
H -1.10 -2.17 -4.81
F 3.16 6.34 -0.43
C 2.75 5.12 -0.65
C 1.58 4.67 -0.18
N 1.21 3.35 -0.44
C -0.03 2.67 -0.08
C 0.22 1.23 -0.60
O -0.75 0.73 -1.43
O 0.33 0.27 0.36
C 1.98 2.54 -1.15
O 1.48 1.33 -1.33
N 3.14 2.93 -1.63
C 3.67 4.27 -1.44
O 4.73 4.56 -1.88
H 0.89 5.28 0.39
H -0.89 3.11 -0.60
H -0.19 2.67 0.99
H 3.72 2.29 -2.15
*
```

These are the Löwdin partial charges, in e, on atoms 1 to 2:
1 W 1.29
2 O -0.26



Molecular formula: C11H15N
Method: DFT, ωB97M-V with the def2-TZVPD basis set

```
! wB97M-V def2-TZVPD RIJCOSX def2/J DEFGRID3
* xyz 0 1
C 2.12 -1.44 0.58
C 0.93 -1.56 -0.33
C 0.65 -2.62 -1.15
N -0.57 -2.44 -1.74
C -1.13 -1.29 -1.27
C -2.35 -0.67 -1.54
C -2.62 0.55 -0.94
C -1.64 1.22 -0.20
C -0.43 0.62 0.06
C -0.21 -0.70 -0.39
H 1.87 -0.80 1.42
H 2.97 -0.98 0.08
H 2.46 -2.39 0.98
H 1.26 -3.45 -1.44
H -1.08 -3.19 -2.17
H -3.08 -1.21 -2.13
H -3.59 0.97 -1.16
H -1.81 2.23 0.16
H 0.36 1.10 0.61
C 1.74 2.75 2.08
C 1.87 3.84 3.13
H 2.73 2.30 2.02
H 1.00 1.97 2.24
H 1.57 3.15 1.08
H 0.99 4.46 3.26
H 2.66 4.54 2.85
H 2.10 3.38 4.09
*
```

Results
SMILES string: Cc1c[nH]c2ccccc12.CC

These are the Löwdin partial charges, in e, on atoms 1 to 2:
1 C -0.04
2 C -0.22



Number 1: HOMO-LUMO gap 8.5748 eV, HOMO energy -0.3018 Eh, DFT total energy -65728.3994 eV. Number 2: HOMO-LUMO gap 5.6042 eV, HOMO energy -0.6172 Eh, DFT total energy -307011.6154 eV. Number 3: HOMO-LUMO gap 8.7623 eV, HOMO energy -0.2866 Eh, DFT total energy -13140.4435 eV.